Computed, not measured: a structure of composition C33H31BrMgN6O2, with the ωB97M-V functional and the def2-TZVPD basis.

Properties
Highest occupied orbital energy ... -0.25397 Eh
Kohn-Sham gap ... 6.28 eV

ORCA input file:
```
! RIJCOSX wB97M-V def2-TZVPD def2/J DEFGRID3
* xyz 0 1
Mg -0.33 0.29 -0.09
O 4.27 -0.40 2.97
C 3.35 -0.19 3.93
C 3.78 -0.25 5.26
C 2.89 -0.08 6.29
C 1.54 0.16 6.04
C 1.11 0.22 4.73
C 1.99 0.05 3.66
C 1.45 0.17 2.28
O 0.23 0.39 2.09
N 2.36 0.06 1.28
N 1.77 0.27 0.09
C 2.46 0.37 -0.98
C 1.71 0.71 -2.21
C 2.34 0.92 -3.43
C 1.58 1.30 -4.52
C 0.21 1.44 -4.38
C -0.35 1.19 -3.13
N 0.38 0.84 -2.08
H 3.81 -0.31 2.10
H 4.83 -0.44 5.44
H 3.24 -0.13 7.31
H 0.84 0.30 6.85
H 0.07 0.41 4.49
H 3.54 0.28 -0.98
H 3.42 0.81 -3.50
H 2.05 1.48 -5.48
H -0.42 1.73 -5.20
H -1.42 1.28 -2.96
C 1.96 3.61 1.07
C 0.60 3.59 1.79
C -0.48 4.18 0.93
C -0.47 5.56 0.74
C -1.39 6.19 -0.07
C -2.35 5.43 -0.72
C -2.40 4.05 -0.56
C -3.50 3.30 -1.27
C -4.85 3.45 -0.56
C -1.47 3.42 0.28
N -1.55 1.98 0.42
C -2.33 1.51 1.31
C -2.31 -1.06 0.46
C -3.12 -2.32 0.69
C -2.30 -3.29 1.11
C -0.94 -2.72 1.09
N -0.91 -1.50 0.73
H 2.72 3.09 1.65
H 2.29 4.63 0.90
H 1.88 3.12 0.09
H 0.68 4.16 2.71
H 0.34 2.57 2.08
H 0.28 6.14 1.27
H -1.37 7.27 -0.20
H -3.08 5.90 -1.37
H -3.26 2.24 -1.35
H -3.58 3.70 -2.29
H -4.79 3.08 0.46
H -5.62 2.87 -1.08
H -5.16 4.49 -0.53
H -2.83 2.19 2.00
H -4.18 -2.38 0.54
H -2.55 -4.30 1.37
H -0.02 -3.26 1.32
Br -5.10 0.15 3.24
C -4.28 0.11 1.52
C -5.05 0.09 0.41
C -4.63 -0.02 -0.96
C -3.36 -0.21 -1.47
N -2.22 -0.56 -0.88
C -2.78 0.05 1.53
H -6.12 0.16 0.58
H -5.41 0.17 -1.70
H -3.27 -0.04 -2.54
H -2.43 -0.23 2.52
*
```

Atom charges from the Mulliken analysis, given in e for atoms 1 to 2: 1.736, -0.686

Computed, not measured: a structure of composition C33H31Cl2EuN7O7S2Si, with the ωB97M-V functional and the def2-TZVPD basis.

Properties
Highest occupied orbital energy (spin up / spin down) ... -0.18116 / -0.18117 Eh
Kohn-Sham gap (spin up / spin down) ... 2.99 / 5.04 eV

ORCA input file:
```
! RIJCOSX wB97M-V def2-TZVPD def2/J DEFGRID3
* xyz -1 7
Eu -1.04 -0.02 0.84
C 1.71 -2.30 3.22
C 1.45 -0.89 3.67
C 2.27 -0.34 4.73
C 2.06 1.02 5.07
C 0.97 1.66 4.50
C 0.05 0.96 3.67
N 0.41 -0.26 3.18
N -1.08 1.50 3.16
Si -2.16 2.79 3.54
C -1.40 4.50 3.44
C -3.38 2.76 2.08
C -3.12 2.55 5.09
H 2.06 -2.32 2.19
H 0.78 -2.93 3.30
H 2.46 -2.73 3.86
H 3.13 -0.91 5.13
H 2.76 1.52 5.69
H 0.67 2.66 4.89
H -2.08 5.23 3.90
H -1.17 4.81 2.43
H -0.47 4.66 4.01
H -3.00 3.26 1.16
H -4.36 3.15 2.37
H -3.47 1.70 1.80
H -3.91 1.74 5.08
H -3.59 3.52 5.40
H -2.51 2.27 5.95
Cl -2.88 -3.44 -2.88
C -3.22 -3.60 -1.20
C -3.97 -4.64 -0.72
C -4.16 -4.90 0.62
Cl -4.65 -6.47 0.97
C -3.74 -3.95 1.60
C -4.01 -4.06 2.98
C -3.45 -3.12 3.83
C -2.76 -2.03 3.32
N -2.51 -1.89 2.03
C -2.97 -2.82 1.12
C -2.62 -2.66 -0.28
O -1.82 -1.72 -0.65
H -4.37 -5.35 -1.41
H -4.59 -4.88 3.34
H -3.65 -3.17 4.89
H -2.36 -1.27 4.00
O 5.74 -3.51 -5.61
S 4.59 -3.05 -6.50
O 3.34 -3.77 -6.32
O 4.94 -2.62 -7.83
C 4.71 -1.56 -5.44
N 5.84 -0.87 -5.68
C 5.93 0.13 -4.81
C 5.04 0.42 -3.77
C 3.94 -0.43 -3.66
N 3.74 -1.37 -4.60
C 2.97 -0.48 -2.50
C 3.14 0.41 -1.43
C 2.21 0.37 -0.34
N 1.18 -0.46 -0.39
C 1.03 -1.35 -1.42
C 1.90 -1.36 -2.51
H 6.82 0.80 -4.92
H 5.19 1.23 -3.09
H 3.96 1.11 -1.42
H 2.31 0.99 0.54
H 0.20 -2.06 -1.35
H 1.78 -2.16 -3.29
N -2.49 1.34 -0.95
C -1.55 1.89 -1.82
C -0.77 2.96 -1.44
C 0.16 3.47 -2.34
C 0.32 2.90 -3.59
C -0.48 1.83 -4.01
C -1.44 1.37 -3.13
S 1.79 3.07 -4.60
O 1.25 2.91 -5.92
O 2.52 4.24 -4.21
O 2.52 1.85 -4.10
H -3.18 0.71 -1.30
H -3.02 2.01 -0.39
H -0.91 3.33 -0.46
H 0.80 4.29 -2.04
H -0.26 1.25 -4.91
H -2.09 0.57 -3.40
*
```

Atom charges from the Mulliken analysis, given in e for atoms 1 to 2: 1.294, -1.164

Computed, not measured: a structure of composition C33H31F5N2O7PReS, with the ωB97M-V functional and the def2-TZVPD basis.

Properties
Highest occupied orbital energy (spin up / spin down) ... -0.40726 / -0.39325 Eh
Kohn-Sham gap (spin up / spin down) ... 8.08 / 7.27 eV

ORCA input file:
```
! RIJCOSX wB97M-V def2-TZVPD def2/J DEFGRID3
* xyz 1 2
Re 0.04 1.06 -0.24
O 0.03 -0.86 0.52
C 1.14 -0.71 -0.16
C 1.44 -1.49 -1.40
C 2.46 -2.44 -1.46
C 2.68 -3.14 -2.64
C 1.89 -2.89 -3.76
C 0.88 -1.94 -3.70
C 0.65 -1.24 -2.52
P -0.58 0.07 -2.31
C -2.20 -0.74 -2.21
C -3.16 -0.22 -1.36
C -4.42 -0.81 -1.27
C -4.71 -1.93 -2.04
C -3.75 -2.45 -2.90
C -2.50 -1.86 -2.99
C -0.57 1.01 -3.85
C -1.77 1.44 -4.41
C -1.75 2.22 -5.56
C -0.55 2.56 -6.15
C 0.65 2.13 -5.59
C 0.64 1.36 -4.44
H 3.09 -2.62 -0.59
H 3.47 -3.87 -2.69
H 2.07 -3.43 -4.68
H 0.30 -1.71 -4.59
H -2.94 0.65 -0.75
H -5.16 -0.40 -0.61
H -5.68 -2.39 -1.97
H -3.97 -3.33 -3.50
H -1.76 -2.28 -3.66
H -2.72 1.18 -3.95
H -2.69 2.55 -5.99
H -0.54 3.16 -7.05
H 1.59 2.40 -6.05
H 1.58 1.04 -4.00
C -0.64 -4.77 1.84
C -0.24 -3.59 2.67
C 1.10 -3.31 2.91
C 1.48 -2.20 3.66
C 0.50 -1.36 4.17
C -0.85 -1.62 3.95
C -1.20 -2.73 3.20
S 1.04 -0.03 5.18
O 1.29 -0.53 6.50
O 2.07 0.66 4.45
N -0.25 0.96 5.29
C -0.28 2.26 4.63
C -1.21 2.32 3.44
C -0.69 1.74 2.15
O -1.51 1.33 1.29
O 0.55 1.75 1.83
H 0.19 -5.16 1.27
H -1.44 -4.51 1.15
H -1.02 -5.58 2.48
H 1.87 -3.97 2.52
H 2.53 -2.00 3.85
H -1.60 -0.97 4.36
H -2.25 -2.94 3.02
H -0.61 0.92 6.24
H 0.73 2.54 4.35
H -0.60 3.00 5.36
H -1.38 3.37 3.20
H -2.18 1.88 3.64
N 3.27 2.37 2.14
C 3.74 1.03 1.70
C 2.78 0.66 0.61
O 2.33 -0.55 0.69
O 2.42 1.52 -0.19
H 2.27 2.28 2.39
H 3.30 3.04 1.37
H 3.80 2.71 2.94
H 3.65 0.34 2.53
H 4.77 1.08 1.34
F 0.45 3.30 -2.08
C -0.30 3.09 -0.94
F -1.63 3.27 -1.27
C 0.04 4.30 -0.05
F -0.05 5.45 -0.71
F -0.77 4.36 1.01
F 1.31 4.19 0.41
*
```

Atom charges from the Mulliken analysis, given in e for atoms 1 to 2: 2.110, -0.655

Computed, not measured: a structure of composition C33H31InN4O3S3Sb, with the ωB97M-V functional and the def2-TZVPD basis.

Properties
Highest occupied orbital energy (spin up / spin down) ... -0.22821 / -0.22606 Eh
Kohn-Sham gap (spin up / spin down) ... 5.42 / 4.79 eV

ORCA input file:
```
! RIJCOSX wB97M-V def2-TZVPD def2/J DEFGRID3
* xyz 0 2
In -0.75 -0.25 -0.65
C -2.50 0.20 -4.08
C -2.58 -1.21 -3.60
C -2.55 -2.28 -4.50
C -2.69 -3.56 -4.02
C -2.86 -3.76 -2.66
C -2.85 -2.64 -1.82
N -2.70 -1.40 -2.30
C -2.97 -2.76 -0.36
C -3.40 -3.91 0.30
C -3.43 -3.91 1.68
C -3.03 -2.79 2.38
C -2.65 -1.66 1.66
N -2.64 -1.67 0.33
C -2.20 -0.39 2.26
C -1.86 -0.24 3.60
C -1.40 0.99 4.03
C -1.29 2.03 3.12
C -1.63 1.80 1.80
C -1.48 2.83 0.73
N -2.08 0.62 1.39
H -3.28 0.39 -4.81
H -2.59 0.88 -3.24
H -1.54 0.37 -4.57
H -2.40 -2.08 -5.55
H -2.66 -4.41 -4.69
H -2.96 -4.75 -2.26
H -3.72 -4.78 -0.25
H -3.75 -4.80 2.22
H -3.03 -2.79 3.46
H -1.93 -1.06 4.29
H -1.13 1.14 5.07
H -0.93 3.00 3.43
H -1.75 3.83 1.08
H -0.44 2.84 0.40
H -2.09 2.56 -0.13
S 1.13 -0.50 -5.54
Sb 1.94 -0.59 -3.36
S 0.49 1.17 -2.65
S 0.44 -2.58 -2.60
C 0.80 4.81 -2.10
O 1.44 4.28 -0.94
C 2.40 3.34 -1.11
C 3.03 3.04 -2.31
C 4.02 2.06 -2.34
C 4.35 1.36 -1.20
C 3.74 1.65 0.00
C 2.79 2.66 0.06
N 2.29 3.20 1.25
C 2.32 2.71 2.49
C 2.30 1.38 2.90
C 2.74 1.07 4.21
C 2.66 -0.19 4.71
C 2.10 -1.21 3.92
C 1.63 -0.96 2.68
C 1.68 0.34 2.08
O 1.14 0.60 0.98
H 1.48 5.45 -2.67
H -0.03 5.40 -1.72
H 0.43 4.00 -2.73
H 2.76 3.55 -3.22
H 4.52 1.86 -3.28
H 5.11 0.59 -1.24
H 4.03 1.13 0.90
H 1.98 4.15 1.13
H 2.33 3.47 3.27
H 3.19 1.87 4.79
H 3.04 -0.41 5.70
H 2.05 -2.21 4.33
H 1.19 -1.73 2.06
C 0.80 -3.91 -0.26
C 1.26 -2.74 -1.10
O 2.13 -1.97 -0.74
H 1.66 -4.45 0.13
H 0.15 -4.56 -0.84
H 0.23 -3.52 0.59
*
```

Atom charges from the Mulliken analysis, given in e for atoms 1 to 2: 0.850, -1.361

Computed, not measured: a structure of composition C33H32Br37NO3, with the ωB97M-V functional and the def2-TZVPD basis.

Properties
Highest occupied orbital energy ... -0.31247 Eh
Kohn-Sham gap ... 6.78 eV

ORCA input file:
```
! RIJCOSX wB97M-V def2-TZVPD def2/J DEFGRID3
* xyz 0 1
C -2.08 3.13 2.76
C -1.29 4.30 2.00
C -0.99 4.03 0.44
Br -2.32 4.94 -0.78
C -0.74 2.51 0.06
C 0.76 2.04 -0.02
C 1.16 0.58 -0.34
C 0.04 -0.47 -0.63
C -1.46 -0.06 -0.57
C -2.54 -1.19 -0.84
O -2.60 -1.58 -2.25
C -3.60 -2.62 -2.45
C -1.82 1.43 -0.22
C -3.37 1.79 -0.13
C -4.05 2.14 -1.55
N -3.82 1.53 -2.69
C 0.57 -1.98 -0.93
O 0.08 -2.77 -1.83
C 1.83 -2.43 0.00
C 1.99 -3.84 0.64
C 3.25 -4.08 1.55
C 4.33 -2.99 1.84
C 4.18 -1.59 1.19
C 2.94 -1.34 0.29
C 2.69 0.10 -0.38
O 3.61 0.81 -0.87
H -3.22 3.15 2.58
H -1.64 2.09 2.61
H -1.97 3.35 3.89
H -0.25 4.37 2.51
H -1.76 5.34 2.17
H 0.00 4.58 0.22
H 1.60 2.78 0.18
H -2.20 -2.13 -0.25
H -3.60 -0.95 -0.49
H -3.28 -3.56 -1.87
H -3.64 -2.88 -3.57
H -4.63 -2.30 -2.05
H -3.95 0.91 0.32
H -3.58 2.69 0.55
H -4.82 3.01 -1.58
H -3.12 0.79 -2.51
H 1.22 -4.69 0.49
H 3.41 -5.08 2.07
H 5.24 -3.15 2.53
H 4.90 -0.72 1.35
C 6.32 -0.48 4.59
Br 5.92 1.26 3.84
Br 5.04 -1.82 4.01
Br 8.14 -1.02 4.24
H 6.21 -0.39 5.67
C -5.11 6.89 1.15
Br -3.48 7.78 1.71
Br -5.14 5.03 1.70
Br -6.69 7.84 1.75
H -5.12 6.90 0.06
C 1.21 -0.03 -4.54
Br 0.25 -0.29 -6.22
Br 0.62 -1.29 -3.16
Br 3.14 -0.09 -4.79
H 0.97 0.97 -4.18
C -4.18 5.06 -4.71
Br -4.02 6.64 -3.58
Br -5.83 5.07 -5.73
Br -2.63 4.83 -5.85
H -4.22 4.20 -4.05
C -7.92 3.39 4.32
Br -6.98 2.15 3.16
Br -8.96 2.46 5.67
Br -6.72 4.69 5.11
H -8.62 3.94 3.70
C 4.98 1.51 -7.74
Br 5.27 -0.33 -8.29
Br 6.64 2.39 -7.24
Br 4.00 2.52 -9.08
H 4.36 1.48 -6.85
C -8.50 -2.03 3.13
Br -7.87 -1.56 4.90
Br -10.23 -1.25 2.75
Br -7.19 -1.58 1.76
H -8.62 -3.11 3.11
C 10.28 -2.30 7.36
Br 11.91 -1.40 7.91
Br 10.28 -4.17 7.89
Br 8.70 -1.37 7.99
H 10.26 -2.28 6.28
C -1.97 -6.70 -0.62
Br -0.38 -5.65 -0.22
Br -1.78 -8.53 -0.03
Br -3.57 -5.88 0.10
H -2.07 -6.72 -1.70
C 10.16 -1.31 12.30
Br 9.77 0.44 11.54
Br 8.88 -2.64 11.71
Br 11.99 -1.85 11.95
H 10.06 -1.21 13.38
C 1.26 -4.50 -6.15
Br 2.27 -4.50 -7.81
Br 1.84 -5.92 -4.96
Br 1.30 -2.77 -5.28
H 0.23 -4.71 -6.41
C -1.13 -1.68 -9.80
Br 0.30 -0.74 -10.71
Br -1.48 -0.93 -8.04
Br -2.74 -1.76 -10.88
H -0.80 -2.70 -9.65
*
```

Atom charges from the Mulliken analysis, given in e for atoms 1 to 2: -0.673, -0.203

Computed, not measured: a structure of composition C33H32BrIrN4O6, with the ωB97M-V functional and the def2-TZVPD basis.

Properties
Highest occupied orbital energy (spin up / spin down) ... -0.43620 / -0.43620 Eh
Kohn-Sham gap (spin up / spin down) ... 4.41 / 4.39 eV

ORCA input file:
```
! RIJCOSX wB97M-V def2-TZVPD def2/J DEFGRID3
* xyz 2 1
Ir -1.73 0.01 -1.72
C 0.98 1.08 -3.71
O -0.37 0.63 -3.54
C -1.14 0.44 -4.74
C -1.80 -0.90 -4.67
O -2.54 -0.98 -3.44
C -3.16 -2.28 -3.25
C -3.90 -2.28 -1.95
O -2.98 -1.86 -0.91
C -2.93 -2.70 0.24
H 1.03 1.89 -4.44
H 1.63 0.26 -4.03
H 1.33 1.46 -2.75
H -0.50 0.46 -5.62
H -1.87 1.24 -4.81
H -1.06 -1.71 -4.70
H -2.49 -1.01 -5.50
H -2.37 -3.04 -3.28
H -3.85 -2.46 -4.06
H -4.27 -3.29 -1.77
H -4.71 -1.58 -1.99
H -3.93 -2.96 0.57
H -2.43 -2.15 1.03
H -2.37 -3.62 0.03
C 8.53 -2.27 6.86
O 7.58 -1.18 6.87
C 6.65 -1.12 5.94
C 6.51 -2.07 4.90
C 5.50 -1.90 3.99
C 4.61 -0.80 4.08
C 4.78 0.13 5.13
C 5.78 -0.02 6.04
C 3.57 -0.68 3.11
N 3.35 -1.51 2.09
C 2.27 -1.01 1.44
C 1.80 0.14 2.04
N 2.64 0.34 3.10
C 0.68 0.89 1.57
C 0.15 2.09 2.11
C -0.93 2.67 1.52
C -1.50 2.08 0.38
N -1.00 0.95 -0.12
C 0.06 0.37 0.44
C 0.53 -0.86 -0.21
N -0.16 -1.24 -1.29
C 0.23 -2.33 -1.93
C 1.33 -3.09 -1.52
C 2.04 -2.71 -0.42
C 1.63 -1.55 0.26
H 9.18 -2.10 7.70
H 9.12 -2.26 5.94
H 8.02 -3.22 6.97
H 7.18 -2.91 4.83
H 5.37 -2.61 3.19
H 4.12 0.99 5.22
H 5.92 0.69 6.85
H 2.60 1.10 3.77
H 0.59 2.54 2.99
H -1.35 3.58 1.91
H -2.35 2.49 -0.14
H -0.36 -2.62 -2.80
H 1.61 -3.98 -2.07
H 2.90 -3.27 -0.07
Br -4.01 2.98 -4.93
C -4.84 3.66 -3.36
C -5.45 4.90 -3.46
C -6.12 5.42 -2.37
C -6.20 4.70 -1.19
C -5.60 3.45 -1.10
C -4.89 2.92 -2.18
C -4.29 1.57 -1.99
O -4.96 0.61 -1.67
O -2.95 1.57 -1.99
H -5.40 5.45 -4.39
H -6.60 6.39 -2.44
H -6.74 5.09 -0.34
H -5.68 2.87 -0.19
*
```

Atom charges from the Mulliken analysis, given in e for atoms 1 to 2: 1.926, -0.935